Entry 1:
A structure of composition C26H62O24Tl2. Source: the Open Molecules 2025 dataset; level of theory: ωB97M-V/def2-TZVPD.

XYZ file:
```
114
Properties=species:S:1:pos:R:3
Tl -3.01 5.95 2.97
Tl 5.76 0.72 4.70
C -1.40 1.16 0.02
C -1.00 0.70 -1.18
C 0.49 0.34 -1.47
O 0.98 0.39 -2.69
C 1.41 0.44 -0.48
C 1.03 0.85 0.88
C -0.48 1.38 1.06
O -0.83 2.04 2.03
O 1.84 0.98 1.82
O -1.97 0.50 -2.02
H -2.44 1.29 0.29
H 2.45 0.32 -0.72
C -5.81 6.44 -1.32
C -7.21 6.32 -0.76
O -7.18 6.63 0.67
O -4.95 5.38 -0.87
H -5.24 7.34 -1.07
H -6.00 6.47 -2.39
H -7.59 5.31 -0.69
H -7.87 7.02 -1.26
H -7.89 6.22 1.16
H -4.74 4.88 -1.67
C 1.30 0.15 6.83
C 2.13 -0.66 7.87
O 3.43 -1.06 7.47
O 1.90 1.41 6.63
H 0.34 0.43 7.25
H 1.13 -0.33 5.86
H 1.66 -1.58 8.23
H 1.98 -0.08 8.78
H 3.94 -1.44 8.19
H 1.68 1.82 7.47
C 6.55 3.28 0.26
C 6.73 2.01 -0.47
O 6.57 0.88 0.38
O 7.42 3.37 1.35
H 5.51 3.46 0.52
H 6.85 4.01 -0.49
H 7.78 1.91 -0.75
H 6.22 2.02 -1.44
H 6.89 0.23 -0.26
H 8.32 3.63 1.14
C 4.53 -3.54 -7.30
C 3.03 -3.11 -7.24
O 2.82 -1.62 -7.28
O 4.69 -4.88 -6.81
H 5.13 -2.81 -6.75
H 4.87 -3.42 -8.33
H 2.45 -3.56 -6.44
H 2.51 -3.60 -8.07
H 2.65 -1.17 -6.45
H 4.17 -4.95 -6.01
C 3.58 -4.49 2.47
C 3.12 -5.43 3.61
O 4.18 -5.98 4.33
O 3.93 -3.20 2.92
H 2.67 -4.43 1.87
H 4.41 -4.90 1.89
H 2.61 -6.29 3.19
H 2.37 -4.88 4.18
H 3.82 -6.70 4.85
H 3.07 -2.79 3.02
C 5.18 -3.64 -2.46
C 6.75 -3.84 -2.45
O 7.44 -2.65 -2.15
O 4.49 -4.87 -2.43
H 4.93 -3.15 -3.40
H 4.88 -3.14 -1.53
H 7.18 -4.39 -3.29
H 7.07 -4.42 -1.58
H 7.69 -2.29 -3.01
H 4.24 -5.18 -1.56
C -7.83 0.38 -1.62
C -7.21 -1.03 -1.33
O -6.10 -0.83 -0.45
O -8.50 0.94 -0.54
H -8.41 0.47 -2.54
H -6.93 0.84 -2.01
H -6.86 -1.38 -2.30
H -7.87 -1.80 -0.93
H -5.41 -0.49 -1.02
H -9.45 0.89 -0.58
C -0.93 -5.32 -1.85
C -1.33 -4.62 -0.54
O -1.00 -5.38 0.64
O -1.81 -6.31 -2.23
H -0.06 -5.97 -1.72
H -0.91 -4.63 -2.69
H -2.35 -4.23 -0.51
H -0.73 -3.71 -0.52
H -1.78 -5.93 0.75
H -1.39 -6.99 -2.77
C -1.20 4.65 -4.50
C -0.20 5.00 -3.41
O -0.54 5.93 -2.42
O -2.40 4.10 -3.87
H -0.74 3.90 -5.14
H -1.46 5.56 -5.03
H 0.81 5.28 -3.71
H 0.12 4.10 -2.88
H 0.21 6.10 -1.85
H -2.21 3.17 -3.77
C -6.88 2.42 4.70
C -5.90 2.05 5.82
O -4.99 3.16 6.04
O -6.11 2.78 3.51
H -7.58 3.23 4.92
H -7.52 1.58 4.47
H -5.50 1.04 5.87
H -6.48 2.01 6.74
H -5.25 3.48 6.91
H -6.45 2.36 2.71
```

HOMO-LUMO gap   1.1 eV
Charge   +4
LUMO   -15.435 eV
Highest occupied orbital energy   -16.56 eV

Löwdin atomic charge list, values in e, 2 entries: 0.9648, 0.9645

Entry 2:
The ion C4H9N4 with charge +1. Source: the Open Molecules 2025 dataset; level of theory: ωB97M-V/def2-TZVPD.

XYZ file:
```
17
Properties=species:S:1:pos:R:3
C 1.42 -2.99 -1.18
N 0.53 -2.30 -1.32
N -0.27 -1.34 -1.05
C -1.64 -1.32 -1.72
N -0.04 -0.47 -0.09
N 1.03 -0.37 0.60
C 1.22 0.90 1.23
C 0.11 2.01 0.95
H 2.26 -3.61 -1.21
H -2.12 -0.31 -1.87
H -1.49 -1.80 -2.69
H -2.20 -1.79 -0.85
H 1.45 0.82 2.24
H 2.26 1.25 0.86
H -0.04 1.94 -0.16
H 0.54 3.07 1.13
H -0.83 1.88 1.49
```

ΔE to the lowest compared entry with this formula, charge and spin   151.2 kcal/mol
HOMO-LUMO gap   9.0 eV
SMILES string   C#[N+]N(C)/N=N/CC
Charge   +1
LUMO   -4.757 eV
Highest occupied orbital energy   -13.75 eV

Löwdin atomic charge list, values in e, 2 entries: 0.3316, 0.1240

Entry 3:
A structure of composition C19H34FeN6O7. Source: the Open Molecules 2025 dataset; level of theory: ωB97M-V/def2-TZVPD.

XYZ file:
```
67
Properties=species:S:1:pos:R:3
O -1.98 0.62 -4.51
H -1.67 1.40 -5.00
Fe -0.91 0.47 -2.05
N -0.23 1.70 -0.52
N 0.91 1.09 -2.72
N -1.76 -0.75 -0.69
N -0.54 -1.46 -2.73
O -0.72 1.79 0.68
O -2.06 -0.37 0.60
O 0.44 -1.76 -3.61
O 1.59 0.52 -3.68
C 1.48 2.12 -2.05
C 0.84 2.47 -0.82
C -1.88 -2.06 -0.95
C -1.19 -2.46 -2.14
C 1.31 3.52 0.11
H 1.77 3.09 1.01
H 0.46 4.14 0.43
H 2.04 4.16 -0.38
C 2.73 2.75 -2.54
H 2.82 2.62 -3.62
H 3.60 2.30 -2.05
H 2.72 3.82 -2.30
C -2.54 -2.99 -0.01
C -1.13 -3.87 -2.61
H -3.28 -2.46 0.60
H -1.80 -3.44 0.67
H -3.03 -3.80 -0.55
H -0.57 -3.93 -3.54
H -2.14 -4.28 -2.78
H -0.65 -4.52 -1.87
H -1.56 0.55 0.69
H 0.96 -0.82 -3.69
C -2.37 1.25 -3.02
H -1.74 2.15 -2.74
H -2.87 0.47 -2.38
H -3.30 1.83 -3.19
O -5.16 2.95 -2.94
H -5.92 2.45 -2.60
H -5.13 3.75 -2.38
C -1.27 -1.08 5.20
C 0.23 -1.23 5.01
N 0.68 -0.75 3.69
C 0.46 0.69 3.45
C 1.69 1.48 3.06
C 1.72 -1.47 3.12
O 2.33 -2.35 3.73
C 2.03 -1.21 1.67
C 3.31 -1.44 1.15
C 3.52 -1.26 -0.21
C 2.42 -0.91 -1.01
N 1.21 -0.71 -0.52
C 1.00 -0.91 0.78
H -1.55 -0.03 5.33
H -1.54 -1.61 6.12
H -1.82 -1.51 4.37
H 0.77 -0.66 5.78
H 0.51 -2.28 5.09
H -0.30 0.81 2.66
H 0.03 1.09 4.37
H 1.98 1.26 2.02
H 1.45 2.55 3.12
H 2.54 1.27 3.72
H 4.11 -1.76 1.82
H 4.48 -1.37 -0.70
H 2.54 -0.78 -2.09
H -0.03 -0.84 1.14
```

ΔE to the lowest compared entry with this formula, charge and spin   30.2 kcal/mol
HOMO-LUMO gap (alpha / beta)   6.6 / 6.1 eV
Spin multiplicity   5
Charge   0
LUMO (alpha / beta)   -0.240 / -0.675 eV
Highest occupied orbital energy (alpha / beta)   -6.80 / -6.82 eV

Löwdin atomic charge list, values in e, 2 entries: -0.1246, 0.0683